Entry 1:
The following is a DFT calculation (ωB97M-V with the def2-TZVPD basis set) of a structure of composition C36H52CoN8O6SSi4.

multiplicity	2
net charge	-2
expectation value of S²	0.847
energy above the lowest of the compared OMol25 structures with the same formula, charge and spin	0.0	kJ/mol
E_HOMO (alpha / beta)	-2.593 / -2.549	eV
HOMO-LUMO gap (alpha / beta)	0.2447 / 0.2431	Eh

Cartesian coordinates (Å):
Co 0.141 -0.325 0.495
C 5.125 1.620 -4.920
C 4.775 1.405 -3.470
C 3.505 1.710 -2.991
C 3.164 1.489 -1.667
C 4.106 0.964 -0.792
C 5.384 0.673 -1.246
C 5.709 0.889 -2.579
S 3.658 0.674 0.913
O 4.862 0.151 1.528
O 3.165 1.936 1.415
N 2.462 -0.347 0.887
C 2.660 -1.655 0.496
C 3.870 -2.247 0.079
C 3.848 -3.532 -0.416
C 2.647 -4.230 -0.491
C 1.518 -3.587 -0.019
N 1.516 -2.359 0.484
H 4.228 1.744 -5.526
H 5.682 0.771 -5.319
H 5.745 2.511 -5.050
H 2.755 2.092 -3.675
H 2.163 1.698 -1.315
H 6.107 0.268 -0.550
H 6.704 0.640 -2.935
H 4.792 -1.693 0.146
H 4.773 -3.991 -0.749
H 2.585 -5.233 -0.891
H 0.553 -4.079 -0.051
O -1.671 1.391 -1.858
C -1.070 1.482 -2.894
C 0.038 0.630 -3.384
C 0.403 0.890 -4.697
C 1.397 0.180 -5.338
C 2.082 -0.846 -4.650
C 1.751 -1.109 -3.361
C 0.707 -0.396 -2.633
O 0.523 -0.726 -1.441
N 1.735 0.496 -6.702
O 1.095 1.361 -7.288
O 2.660 -0.117 -7.224
H -1.369 2.238 -3.660
H -0.116 1.670 -5.242
H 2.876 -1.382 -5.150
H 2.285 -1.857 -2.785
N 0.329 1.859 0.287
C 0.210 2.820 0.918
N 0.118 3.908 1.668
C -1.064 4.091 2.519
C -0.769 3.669 3.953
C 0.456 4.406 4.483
C 1.661 4.116 3.590
C 1.373 4.510 2.148
H -1.886 3.520 2.089
H -1.330 5.154 2.481
H -0.565 2.599 3.975
H -1.650 3.848 4.574
H 0.665 4.100 5.510
H 0.256 5.487 4.497
H 1.894 3.050 3.615
H 2.546 4.656 3.935
H 2.175 4.176 1.494
H 1.266 5.598 2.056
C -1.145 -4.104 2.131
Si -2.419 -2.724 2.199
C -4.079 -3.656 2.113
C -2.380 -2.111 3.979
Si -2.114 -1.071 0.574
Si -2.916 -2.082 -1.375
C -1.676 -3.378 -1.951
C -4.554 -3.028 -1.204
C -3.231 -0.941 -2.844
Si -3.672 0.533 1.260
C -5.434 -0.140 1.460
C -3.883 2.025 0.135
C -3.262 1.236 2.961
H -1.386 -4.824 2.919
H -0.131 -3.732 2.292
H -1.164 -4.628 1.172
H -4.372 -3.954 3.126
H -3.986 -4.566 1.515
H -4.890 -3.068 1.686
H -2.372 -2.981 4.643
H -3.261 -1.513 4.215
H -1.501 -1.505 4.200
H -1.640 -4.211 -1.242
H -0.669 -2.958 -2.019
H -1.957 -3.775 -2.932
H -4.424 -3.959 -0.651
H -4.931 -3.276 -2.202
H -5.321 -2.447 -0.689
H -2.306 -0.674 -3.355
H -3.715 -0.011 -2.537
H -3.881 -1.457 -3.558
H -5.817 -0.552 0.523
H -6.109 0.663 1.777
H -5.474 -0.931 2.212
H -4.435 1.755 -0.770
H -2.931 2.441 -0.196
H -4.452 2.786 0.679
H -3.585 0.558 3.751
H -3.774 2.194 3.105
H -2.192 1.381 3.095
N -0.023 -0.027 2.416
C 0.439 0.155 3.469
N 0.788 0.471 4.665
C 1.298 -0.350 5.552
N 1.727 -0.988 6.422

=====

Entry 2:
The following is a DFT calculation (ωB97M-V with the def2-TZVPD basis set) of a structure of composition C3H5Br3Cl4.

net charge	0
energy above the lowest of the compared OMol25 structures with the same formula, charge and spin	2.7	kJ/mol
E_HOMO	-10.527	eV
HOMO-LUMO gap	0.3826	Eh

Cartesian coordinates (Å):
C 3.812 -18.356 18.361
Cl 3.048 -19.739 19.199
Cl 4.681 -18.872 16.927
H 3.005 -17.693 18.080
H 4.492 -17.883 19.059
C 5.842 -13.976 14.088
Cl 7.542 -13.852 13.701
Cl 5.345 -15.652 14.356
H 5.640 -13.421 14.997
H 5.260 -13.574 13.267
C 2.077 -14.803 15.745
Br 1.756 -12.973 15.255
Br 0.527 -15.888 15.409
Br 2.658 -14.966 17.547
H 2.849 -15.157 15.079

=====

Entry 3:
The following is a DFT calculation (ωB97M-V with the def2-TZVPD basis set) of the ion C6H6N with charge +1.

net charge	+1
energy above the lowest of the compared OMol25 structures with the same formula, charge and spin	306.7	kJ/mol
E_HOMO (alpha / beta)	-14.447 / -14.119	eV
HOMO-LUMO gap (alpha / beta)	0.3091 / 0.2682	Eh

Cartesian coordinates (Å):
C 0.217 0.126 1.297
C 1.272 -0.211 -0.877
C -0.919 0.563 0.915
C -1.013 0.081 -1.556
C 1.132 -0.865 0.417
C -1.749 0.661 -0.292
N 0.199 0.003 -1.549
H 0.673 0.337 2.251
H 2.192 0.252 -1.210
H 2.082 -0.973 0.933
H 0.593 -1.811 0.394
H -2.700 0.134 -0.192
H -1.978 1.704 -0.532

=====

Entry 4:
The following is a DFT calculation (ωB97M-V with the def2-TZVPD basis set) of a structure of composition C9H13NOPb.

net charge	-2
energy above the lowest of the compared OMol25 structures with the same formula, charge and spin	0.0	kJ/mol
E_HOMO (alpha / beta)	1.536 / 1.535	eV
HOMO-LUMO gap (alpha / beta)	0.1661 / 0.1661	Eh

Cartesian coordinates (Å):
C -0.791 1.705 1.397
C -0.833 2.244 0.081
C 0.505 2.396 -0.384
C 1.384 1.936 0.642
C 0.584 1.514 1.752
Pb 0.260 -0.748 -0.054
C -1.516 -0.381 -2.297
C -2.247 -0.627 -1.203
C -3.240 -0.955 -0.388
N -0.943 -1.668 1.554
H 0.800 2.909 -1.295
H -1.733 2.589 -0.428
H 2.473 2.002 0.634
H 0.953 1.229 2.741
H -1.647 1.576 2.059
H -1.423 0.624 -2.735
H -0.668 -2.610 1.938
H -1.021 -1.189 -2.864
H -4.262 -1.127 -0.755
H -3.073 -1.106 0.691
C 3.293 -2.123 -0.225
O 2.440 -0.991 -0.166
H 3.711 -2.265 0.783
H 4.116 -1.841 -0.900
H 2.880 -3.092 -0.577

=====

Entry 5:
The following is a DFT calculation (ωB97M-V with the def2-TZVPD basis set) of the molecule BrH2IO2Si.

net charge	0
energy above the lowest of the compared OMol25 structures with the same formula, charge and spin	35.9	kJ/mol
E_HOMO	-9.670	eV
HOMO-LUMO gap	0.3607	Eh
SMILES	O[Si](O)(Br)I

Cartesian coordinates (Å):
O 1.021 -0.129 1.361
O 1.083 -0.388 -1.476
Si 1.581 0.378 -0.027
Br 1.321 2.532 0.062
I 3.700 -0.668 -0.066
H 0.227 -0.709 1.298
H 0.286 -0.131 -1.904

=====

Entry 6:
The following is a DFT calculation (ωB97M-V with the def2-TZVPD basis set) of a cluster of 9 separate species, C17H46Cl6O14 in total.

net charge	0
energy above the lowest of the compared OMol25 structures with the same formula, charge and spin	60.3	kJ/mol
E_HOMO	-9.371	eV
HOMO-LUMO gap	0.3416	Eh
SMILES	ClC(Cl)(Cl)Cl.ClCCCl.OCCO.OCCO.OCCO.OCCO.OCCO.OCCO.OCCO

Cartesian coordinates (Å):
C -1.369 -4.860 -4.639
Cl -1.476 -4.579 -6.379
Cl 0.239 -5.504 -4.241
Cl -1.583 -3.311 -3.805
Cl -2.687 -5.964 -4.190
C -0.803 3.982 -2.746
C 0.203 4.934 -3.412
O 1.215 5.304 -2.511
O -1.635 4.767 -1.889
H -0.128 3.441 -2.086
H -1.283 3.358 -3.497
H -0.392 5.803 -3.753
H 0.483 4.576 -4.413
H 1.987 5.503 -3.053
H -2.112 5.395 -2.442
C -1.921 -4.635 2.156
C -1.186 -5.762 2.838
O -1.876 -6.109 4.043
O -3.259 -4.991 1.847
H -1.457 -4.353 1.211
H -1.868 -3.709 2.736
H -0.167 -5.521 3.144
H -1.044 -6.633 2.191
H -2.632 -6.666 3.842
H -3.761 -5.057 2.665
C 3.432 -3.072 -2.511
C 2.458 -1.936 -2.712
O 3.054 -0.632 -2.444
O 4.211 -2.775 -1.334
H 4.166 -3.064 -3.322
H 2.833 -3.962 -2.323
H 1.645 -2.026 -1.979
H 2.077 -1.882 -3.731
H 3.745 -0.910 -1.816
H 4.525 -3.595 -0.951
C -0.634 3.136 2.301
C -1.745 3.444 1.344
O -1.695 4.833 1.027
O -0.948 3.617 3.621
H 0.307 3.589 1.971
H -0.532 2.048 2.408
H -2.711 3.169 1.778
H -1.596 2.796 0.473
H -1.598 4.883 0.064
H -0.478 3.107 4.281
C 1.357 0.696 3.947
C 2.834 0.946 4.104
O 3.442 -0.288 4.578
O 1.050 -0.264 2.953
H 0.846 1.619 3.658
H 0.913 0.392 4.899
H 3.156 1.683 4.849
H 3.281 1.331 3.182
H 4.133 -0.517 3.948
H 1.783 -0.883 2.866
C -4.003 0.194 0.692
C -4.100 0.133 -0.818
O -5.440 0.119 -1.250
O -2.653 -0.009 1.043
H -4.670 -0.535 1.163
H -4.344 1.168 1.053
H -3.453 -0.677 -1.170
H -3.598 1.044 -1.174
H -5.416 -0.001 -2.204
H -2.500 -0.175 1.974
C 2.267 2.336 -0.852
C 2.682 1.474 0.333
O 3.858 2.040 0.931
O 1.961 3.626 -0.331
H 1.334 1.960 -1.285
H 3.120 2.343 -1.536
H 2.863 0.433 0.066
H 1.903 1.541 1.096
H 4.614 1.498 0.694
H 1.660 4.153 -1.089
Cl -0.484 0.752 -2.028
C 0.252 -0.252 -0.760
C -0.485 -1.580 -0.720
Cl 0.399 -2.689 0.357
H 0.160 0.214 0.218
H 1.273 -0.420 -1.089
H -0.483 -2.100 -1.674
H -1.513 -1.482 -0.387

=====

Entry 7:
The following is a DFT calculation (ωB97M-V with the def2-TZVPD basis set) of the molecule C6H5NO2S3.

net charge	0
energy above the lowest of the compared OMol25 structures with the same formula, charge and spin	0.0	kJ/mol
E_HOMO (alpha / beta)	-8.534 / -7.648	eV
HOMO-LUMO gap (alpha / beta)	0.2663 / 0.1817	Eh

Cartesian coordinates (Å):
C 1.419 -1.578 -0.428
C 2.748 -1.337 -0.288
C 0.568 -0.622 0.141
C 1.319 0.320 1.029
C -0.854 -0.586 -0.008
C -0.978 1.855 -0.375
N -1.671 0.595 0.014
O -3.795 -0.454 0.902
O 0.895 1.205 1.758
S -1.600 -2.059 -0.480
S 3.124 0.061 0.702
S -3.255 0.745 0.330
H 1.104 -2.436 -1.065
H 3.578 -1.928 -0.817
H -1.519 2.647 0.069
H -0.006 1.716 -0.040
H -1.077 1.856 -1.444

=====

Entry 8:
The following is a DFT calculation (ωB97M-V with the def2-TZVPD basis set) of the molecule C3H9N3.

net charge	0
energy above the lowest of the compared OMol25 structures with the same formula, charge and spin	117.0	kJ/mol
E_HOMO	-8.789	eV
HOMO-LUMO gap	0.3552	Eh
SMILES	[H]/N=C(/N)NCC

Cartesian coordinates (Å):
C -1.258 -1.735 0.426
C -0.268 -1.064 -0.487
N -0.308 0.394 -0.615
C 0.759 1.320 -0.334
N 1.826 0.812 0.454
N 0.553 2.550 -0.583
H -0.892 -2.685 0.818
H -2.248 -1.860 -0.018
H -1.396 -1.060 1.280
H 0.742 -1.151 -0.045
H -0.217 -1.540 -1.460
H -1.109 0.884 -0.251
H 1.546 1.101 1.388
H 2.688 1.281 0.214
H -0.418 2.752 -0.787